{
  "formula": "C47H45F3IIrN6S",
  "method": "wB97M-V/def2-TZVPD",
  "multiplicity": 6,
  "homo_ev": [-8.821, -11.015],
  "s2": 8.882,
  "total_charge": 1,
  "gap_ev": [6.287, 6.181],
  "max_force_ev_per_a": 0.3,
  "elements": ["Ir", "N", "C", "S", "N", "N", "C", "C", "C", "C", "C", "C", "C", "C", "C", "C", "C", "C", "N", "H", "H", "H", "H", "H", "H", "H", "H", "H", "H", "H", "I", "C", "C", "C", "C", "C", "C", "C", "C", "C", "C", "H", "H", "H", "H", "H", "H", "C", "C", "C", "C", "C", "C", "C", "C", "N", "C", "C", "C", "C", "C", "C", "C", "C", "C", "C", "H", "H", "H", "H", "H", "H", "H", "H", "H", "H", "H", "H", "H", "H", "H", "H", "H", "H", "H", "H", "H", "H", "H", "H", "F", "C", "F", "F", "C", "C", "C", "N", "C", "C", "H", "H", "H", "H"],
  "positions_angstrom": [[-0.8672, 0.1247, -0.1824], [-1.4719, -1.3188, 4.3077], [-1.4670, -0.9384, 3.0069], [-2.4507, 0.4652, 2.7182], [-0.8193, -1.7614, 2.2083], [-0.6109, -1.4961, 0.9431], [-0.1705, -2.6786, 0.2144], [-0.1520, -4.0097, 0.8183], [0.5764, -4.3060, 1.9747], [0.5934, -5.5924, 2.4827], [-0.1307, -6.6027, 1.8618], [-0.8654, -6.3219, 0.7194], [-0.8701, -5.0385, 0.1982], [0.1259, -2.4648, -1.1352], [0.6969, -3.4502, -1.9790], [0.9080, -3.1719, -3.3043], [0.5561, -1.9151, -3.8040], [0.0503, -0.9750, -2.9263], [-0.1433, -1.2137, -1.6323], [-2.0359, -0.8172, 4.9732], [-1.2297, -2.2768, 4.5086], [1.1445, -3.5287, 2.4596], [1.1771, -5.8097, 3.3678], [-0.1218, -7.6052, 2.2681], [-1.4378, -7.1008, 0.2338], [-1.4513, -4.8212, -0.6895], [0.9763, -4.4041, -1.5579], [1.3513, -3.9153, -3.9527], [0.6871, -1.6610, -4.8454], [-0.2007, 0.0203, -3.2696], [-3.7244, -0.7210, -0.3857], [-3.9720, 1.3376, -0.0253], [-5.0839, 1.9228, -0.6024], [-5.2176, 3.3093, -0.5568], [-4.2320, 4.0654, 0.0315], [-3.1069, 3.4680, 0.6289], [-2.0834, 4.2943, 1.1899], [-0.9569, 3.7250, 1.7777], [-0.8062, 2.3679, 1.8473], [-1.7696, 1.3994, 1.2786], [-2.9755, 2.0571, 0.6379], [-5.8279, 1.3158, -1.0988], [-6.0841, 3.7806, -1.0004], [-4.3090, 5.1456, 0.0460], [-2.2093, 5.3681, 1.1570], [-0.1974, 4.3653, 2.2102], [0.0393, 1.9529, 2.3744], [6.2637, 3.1092, -2.3692], [4.9180, 2.4408, -2.2663], [4.0404, 2.4521, -3.3517], [2.7932, 1.8245, -3.2839], [1.8632, 1.8178, -4.4678], [2.4427, 1.2040, -2.1090], [3.2861, 1.1651, -0.9583], [4.5536, 1.8081, -1.0913], [2.7104, 0.5469, 0.0867], [3.2748, 0.1459, 1.3707], [2.2788, 0.6505, 2.4282], [2.6189, 0.1234, 3.8225], [4.0255, 0.5765, 4.2127], [5.0250, 0.0326, 3.1912], [4.9714, -1.4962, 3.1685], [3.5628, -1.9424, 2.7740], [2.5604, -1.4048, 3.8020], [3.2233, -1.3971, 1.3819], [4.6895, 0.5756, 1.7963], [6.3303, 3.7313, -3.2601], [7.0613, 2.3663, -2.4204], [6.4569, 3.7383, -1.5000], [4.3323, 2.9600, -4.2640], [2.0559, 2.6618, -5.1293], [0.8205, 1.8733, -4.1484], [1.9840, 0.9048, -5.0549], [1.4887, 0.7013, -2.0107], [5.2442, 1.8498, -0.2733], [1.2821, 0.3169, 2.1244], [2.2833, 1.7464, 2.4202], [1.8882, 0.5093, 4.5393], [4.2751, 0.2141, 5.2137], [4.0754, 1.6693, 4.2421], [6.0335, 0.3592, 3.4561], [5.2314, -1.8961, 4.1524], [5.7037, -1.8867, 2.4557], [3.5176, -3.0352, 2.7452], [2.7954, -1.8023, 4.7939], [1.5434, -1.7220, 3.5534], [2.2200, -1.7087, 1.0763], [3.9256, -1.7825, 0.6360], [5.4261, 0.1891, 1.0889], [4.7601, 1.6662, 1.8121], [-2.1288, 5.4192, -4.6042], [-0.9775, 5.2669, -3.9427], [-0.7545, 6.3813, -3.2352], [0.0059, 5.1613, -4.8508], [-0.9986, 4.0498, -3.0491], [-0.0110, 3.8930, -2.0937], [-0.0229, 2.7545, -1.3120], [-0.9511, 1.7989, -1.4546], [-1.9027, 1.9567, -2.3857], [-1.9646, 3.0691, -3.2007], [0.7593, 4.6377, -1.9495], [0.7238, 2.5846, -0.5488], [-2.6340, 1.1630, -2.4612], [-2.7536, 3.1622, -3.9323]],
  "atomic_forces_ev_per_a": [[-0.11, 0.01, 0.05], [-0.08, -0.05, -0.07], [0.04, -0.04, 0.11], [-0.10, -0.04, 0.05], [0.06, 0.07, -0.01], [-0.03, -0.18, 0.02], [-0.02, 0.23, -0.05], [-0.02, -0.14, 0.05], [-0.01, 0.02, -0.04], [0.00, -0.02, 0.02], [0.00, 0.01, 0.00], [0.01, -0.01, 0.02], [-0.01, 0.04, -0.01], [0.02, -0.04, 0.04], [0.01, -0.01, -0.01], [0.01, 0.00, 0.01], [-0.01, 0.00, 0.01], [-0.04, -0.06, -0.02], [0.02, 0.04, -0.02], [0.04, 0.03, -0.01], [0.03, 0.02, 0.01], [0.05, 0.07, 0.03], [0.00, 0.00, 0.00], [0.00, 0.00, 0.00], [0.00, 0.00, 0.00], [0.00, 0.01, 0.00], [0.00, -0.01, 0.00], [-0.01, -0.01, 0.00], [0.01, 0.01, 0.00], [-0.02, -0.05, 0.00], [0.02, 0.06, 0.00], [0.03, -0.03, 0.00], [-0.01, 0.05, 0.01], [0.00, -0.03, 0.01], [0.00, 0.01, -0.01], [0.01, 0.01, 0.00], [0.00, 0.00, 0.01], [0.01, -0.01, -0.01], [-0.02, 0.03, -0.02], [0.10, -0.06, -0.19], [-0.02, 0.04, 0.03], [0.00, -0.01, 0.00], [0.00, 0.00, -0.01], [0.00, 0.00, 0.00], [-0.01, 0.00, 0.01], [0.00, 0.00, 0.00], [0.02, -0.01, -0.02], [0.00, 0.01, 0.01], [0.01, 0.00, 0.02], [-0.02, -0.02, -0.02], [0.02, -0.02, -0.01], [0.01, 0.02, 0.00], [-0.03, -0.07, -0.02], [-0.06, -0.03, -0.01], [-0.17, -0.06, 0.03], [0.14, -0.01, 0.08], [-0.03, 0.05, -0.05], [-0.01, 0.04, 0.01], [0.01, -0.01, 0.00], [0.00, 0.01, 0.00], [0.01, 0.00, 0.01], [0.01, 0.00, 0.00], [-0.03, 0.01, -0.01], [0.00, -0.03, 0.00], [-0.01, -0.04, 0.00], [-0.03, 0.07, -0.19], [0.00, 0.00, 0.00], [0.00, 0.00, 0.00], [0.00, 0.00, 0.00], [0.01, 0.00, 0.00], [-0.01, 0.01, 0.00], [0.00, 0.02, -0.01], [0.01, -0.01, -0.01], [0.18, 0.10, 0.04], [0.12, -0.06, 0.26], [-0.02, -0.02, 0.00], [0.00, 0.00, 0.00], [0.00, 0.01, 0.00], [0.00, 0.00, 0.00], [0.00, 0.00, 0.00], [0.00, 0.00, -0.01], [0.00, 0.00, 0.00], [0.00, 0.00, 0.00], [0.00, 0.00, 0.00], [0.00, -0.01, 0.00], [-0.03, -0.03, -0.02], [-0.02, 0.00, 0.00], [0.00, -0.01, 0.00], [0.03, 0.04, -0.09], [0.01, 0.04, -0.04], [0.00, 0.00, 0.00], [-0.02, -0.01, 0.03], [0.00, 0.00, 0.00], [0.01, 0.00, -0.01], [0.01, 0.02, -0.02], [-0.01, 0.02, 0.02], [-0.06, 0.05, 0.03], [0.02, -0.05, 0.01], [0.00, 0.03, -0.02], [0.00, -0.03, 0.00], [0.00, 0.00, 0.00], [-0.01, 0.01, 0.02], [0.02, 0.01, -0.02], [0.00, 0.00, 0.00]]
}